Entry 1:
The following is a quantum chemistry calculation of C4H11NO2 as an isolated structure in a non-equilibrium geometry, from OMol25.

```
18
Properties=species:S:1:pos:R:3:forces:R:3:nbo_charge:R:1
C 0.620 -1.871 -0.314 -0.2 1.1 -1.6 -0.73
C 1.628 -0.659 -0.049 -1.1 -0.8 -0.3 0.69
C 1.546 1.787 0.058 1.3 2.3 -0.2 -0.44
C -2.335 -0.169 0.608 1.6 -1.8 1.1 -0.26
H -0.437 -1.385 -0.411 2.1 -1.4 0.1 0.23
H 0.600 -2.645 0.487 0.4 0.5 -0.9 0.23
H 0.918 -2.259 -1.394 -0.7 0.3 2.4 0.23
H 0.051 0.586 -0.643 -1.2 -0.7 -0.2 0.43
H 2.248 1.572 0.913 -0.8 0.4 -0.8 0.23
H 2.230 2.463 -0.707 -1.7 -2.1 1.4 0.19
H 0.715 2.541 0.391 1.3 -1.7 -0.5 0.19
H -2.361 0.972 -1.207 3.6 -3.8 2.9 0.49
H -1.617 -0.313 1.501 -0.9 0.7 -1.5 0.19
H -3.078 0.527 0.807 -1.0 1.7 0.7 0.18
H -2.901 -1.122 0.601 0.6 0.1 -0.9 0.18
N 0.996 0.508 -0.396 2.8 1.7 0.9 -0.65
O 2.785 -0.727 0.347 -1.2 -0.1 -0.2 -0.63
O -1.609 0.194 -0.590 -5.1 3.5 -2.4 -0.75
```
Positions in Å, forces in eV/Å.

## Properties
E_LUMO, hartree: -0.007
HOMO-LUMO gap, eV: 8.99
Max |F|, Eh/bohr: 0.1288
E, eV: -9908.925

=====

Entry 2:
The following is a quantum chemistry calculation of a 3-piece molecular cluster, C4H11NO2 overall in a non-equilibrium geometry, from OMol25.

```
18
Properties=species:S:1:pos:R:3:forces:R:3:nbo_charge:R:1
C 0.196 0.503 2.170 -2.5 0.3 0.6 -0.67
C -0.244 0.436 0.739 0.9 -0.6 -0.6 -0.17
C 0.251 -0.557 -0.014 -0.6 -0.7 1.2 -0.11
N -0.307 -0.998 -1.235 0.5 0.5 -0.2 -0.45
C 0.455 -1.547 -2.079 0.1 0.1 -0.1 0.00
H 0.383 1.476 2.633 1.3 0.0 -0.6 0.24
H -0.731 0.376 2.768 0.0 -0.6 -0.3 0.23
H 0.772 -0.387 2.400 0.7 0.5 0.3 0.22
H -0.963 1.082 0.257 -0.2 0.3 0.4 0.23
H 0.876 -1.289 0.507 0.3 0.2 -0.4 0.18
H 1.536 -1.640 -1.927 -0.1 -0.1 0.0 0.16
H 0.037 -1.908 -3.013 0.0 -0.1 0.0 0.18
H 1.549 1.562 -0.125 0.3 0.6 -0.1 0.47
H 2.524 2.135 0.852 0.4 0.1 0.5 0.46
O 2.112 2.350 0.019 -0.5 -0.6 -0.4 -0.94
H -2.057 -0.803 -1.085 -0.7 0.4 -0.8 0.49
H -3.358 -0.143 -1.808 0.6 -0.1 0.0 0.47
O -3.031 -0.648 -1.058 -0.3 -0.2 0.6 -1.00
```
Positions in Å, forces in eV/Å.

## Properties
E_LUMO, hartree: 0.012
HOMO-LUMO gap, eV: 9.77
SMILES: C=N/C=C/C.O.O
Max |F|, Eh/bohr: 0.0507
E, eV: -9909.679

=====

Taking the records one at a time from the top gives energy above the lowest of the compared OMol25 structures with the same formula, charge and spin values of 320.1 247.3 kJ/mol.